(1)
15
Properties=species:S:1:pos:R:3 method="wB97M-V/def2-TZVPD" homo_lumo_gap_ev="8.303 / 8.304" total_charge=+1 relative_energy_ev=3.195 total_energy_ha=-735.33434 max_force_ev_per_a=4.3
C -0.785 1.476 -0.340
C 0.374 2.046 -0.161
C 1.209 -0.156 0.969
N -0.081 -0.511 0.916
N 1.993 -0.837 1.800
N -0.975 -0.837 -1.546
N -0.946 0.134 0.082
S 1.869 1.283 0.256
H -1.617 2.037 -0.865
H 0.506 3.097 -0.397
H 1.940 -1.729 2.280
H 2.976 -0.549 1.637
H -0.817 -1.858 -1.466
H -0.220 -0.276 -1.970
H -1.941 -0.076 0.385

=====

(2)
129
Properties=species:S:1:pos:R:3 method="wB97M-V/def2-TZVPD" homo_lumo_gap_ev=5.996 total_energy_ha=-4526.58709 max_force_ev_per_a=6.7
C -3.244 -4.813 4.086
C -3.031 -3.206 3.902
O -3.764 -2.854 2.706
C -3.249 -1.612 2.100
C -3.181 -1.901 0.529
C -2.536 -0.679 -0.350
O -1.896 -1.325 -1.470
C -0.470 -1.104 -1.586
C -0.068 -1.932 -2.934
C 1.366 -1.573 -3.535
C 2.636 -2.227 -2.804
S 3.911 -0.866 -2.574
C 4.445 -0.775 -0.807
S 3.765 0.235 0.355
N 5.580 -1.621 -0.378
C 5.669 -2.997 0.039
C 7.182 -3.113 0.356
N 7.812 -1.833 0.079
C 6.846 -0.876 -0.365
C 0.432 -1.514 -0.339
C 0.379 -2.998 0.191
C -0.040 -3.217 1.696
C -0.091 -4.641 2.356
C 0.260 -5.932 1.555
C 0.697 -5.740 0.082
C 0.751 -4.308 -0.548
C -0.298 0.487 -1.957
C -0.817 0.939 -3.356
C -0.536 2.434 -3.587
C 0.157 3.247 -2.505
N 0.605 2.906 -1.201
C 0.332 1.516 -1.033
C -3.761 0.213 -0.997
C -4.260 -0.671 -2.281
N -3.305 1.511 -1.540
O -3.941 1.946 -2.650
C -2.965 2.550 -0.555
C -4.044 3.730 -0.367
N -3.959 4.761 -1.188
P -5.305 0.278 0.142
O -5.067 1.331 1.482
Cl -6.950 1.182 -0.911
H -3.158 -5.240 3.012
H -4.304 -5.069 4.432
H -2.416 -5.305 4.695
H -1.929 -2.914 3.904
H -3.606 -2.737 4.793
H -2.271 -1.258 2.567
H -4.039 -0.816 2.397
H -4.158 -2.297 0.074
H -2.426 -2.770 0.390
H -1.883 0.021 0.267
H -0.840 -1.753 -3.780
H -0.189 -3.064 -2.722
H 1.373 -2.000 -4.615
H 1.590 -0.457 -3.666
H 2.445 -2.663 -1.771
H 3.141 -3.008 -3.490
H 4.803 -3.726 0.112
H 7.707 -4.045 0.749
H 6.944 0.211 -0.670
H 1.522 -1.191 -0.561
H 0.115 -0.831 0.543
H -0.297 -2.349 2.381
H -0.382 -4.740 3.449
H 0.177 -6.929 2.096
H 0.990 -6.690 -0.493
H 1.114 -4.253 -1.624
H -1.333 0.310 -4.145
H -0.846 2.921 -4.571
H 0.361 4.352 -2.781
H 0.665 1.119 0.000
H -3.600 -0.533 -3.197
H -4.363 -1.788 -2.020
H -5.324 -0.343 -2.603
H -4.881 2.203 -2.494
H -1.986 3.056 -0.895
H -2.709 2.073 0.475
H -4.883 3.750 0.418
H -3.196 4.631 -1.874
H -4.166 1.248 1.873
O 1.635 0.589 -6.862
C 0.516 0.374 -7.256
O -0.368 1.345 -7.617
C -1.631 0.746 -7.928
C -1.317 -0.693 -8.263
C -0.123 -0.979 -7.378
H -2.284 0.836 -7.054
H -2.090 1.271 -8.767
H -2.159 -1.367 -8.097
H -1.022 -0.774 -9.314
H -0.425 -1.319 -6.384
H 0.557 -1.694 -7.842
O 4.550 6.122 3.510
C 4.175 5.573 2.505
O 3.186 6.049 1.701
C 2.920 5.100 0.661
C 4.175 4.266 0.555
C 4.685 4.258 1.980
H 2.048 4.504 0.946
H 2.699 5.626 -0.269
H 3.996 3.270 0.148
H 4.901 4.770 -0.091
H 4.246 3.446 2.566
H 5.773 4.215 2.018
O 1.811 -2.940 4.322
C 2.555 -2.096 4.754
O 2.773 -1.881 6.080
C 3.622 -0.739 6.242
C 4.352 -0.596 4.927
C 3.334 -1.107 3.930
H 2.997 0.131 6.467
H 4.308 -0.906 7.074
H 4.687 0.423 4.729
H 5.232 -1.248 4.919
H 2.660 -0.314 3.594
H 3.813 -1.593 3.080
O -2.097 1.583 2.461
C -2.290 2.525 3.196
O -2.082 2.500 4.537
C -2.517 3.742 5.107
C -2.495 4.731 3.965
C -2.831 3.858 2.776
H -3.521 3.604 5.518
H -1.842 4.034 5.913
H -3.182 5.567 4.105
H -1.487 5.139 3.847
H -3.910 3.771 2.626
H -2.342 4.210 1.867

=====

(3)
117
Properties=species:S:1:pos:R:3 method="wB97M-V/def2-TZVPD" homo_lumo_gap_ev="6.085 / 4.229" total_charge=+2 relative_energy_ev=1.301 total_energy_ha=-2698.69038 max_force_ev_per_a=1.5 spin_multiplicity=5
Os -1.756 -0.625 -0.697
C -4.580 1.532 3.329
C -3.573 0.602 2.753
C -2.708 -0.264 3.412
C -2.008 -0.950 2.434
N -2.399 -0.464 1.232
N -3.387 0.454 1.443
B -4.147 1.053 0.232
N -3.265 2.015 -0.542
N -2.152 1.595 -1.213
C -1.624 2.687 -1.812
C -2.408 3.793 -1.503
C -3.435 3.334 -0.700
C -4.560 4.102 -0.101
C -0.379 2.728 -2.675
C 0.855 2.556 -1.779
C -0.415 1.661 -3.768
C -0.284 4.094 -3.363
N -4.591 -0.134 -0.655
N -3.706 -1.076 -1.147
C -4.448 -2.040 -1.769
C -5.776 -1.643 -1.731
C -5.831 -0.457 -1.020
C -7.030 0.349 -0.661
C -4.054 -3.391 -2.348
C -4.872 -4.444 -1.580
C -4.445 -3.414 -3.832
C -2.587 -3.769 -2.235
C -1.023 -2.075 2.685
C 0.287 -1.463 3.197
C -1.619 -2.982 3.774
C -0.758 -2.956 1.456
H -4.573 1.445 4.412
H -4.350 2.562 3.059
H -5.582 1.296 2.968
H -2.642 -0.399 4.476
H -5.106 1.631 0.631
H -2.262 4.807 -1.824
H -4.496 5.138 -0.427
H -5.526 3.706 -0.412
H -4.513 4.082 0.986
H 0.848 1.586 -1.287
H 1.763 2.645 -2.381
H 0.878 3.316 -0.997
H -0.537 0.660 -3.370
H -1.236 1.847 -4.462
H 0.517 1.690 -4.337
H -0.138 4.903 -2.646
H 0.571 4.094 -4.040
H -1.177 4.308 -3.951
H -6.615 -2.176 -2.139
H -7.917 -0.128 -1.072
H -7.147 0.424 0.419
H -6.964 1.360 -1.062
H -5.945 -4.288 -1.682
H -4.638 -5.435 -1.973
H -4.627 -4.433 -0.516
H -5.516 -3.266 -3.972
H -3.915 -2.640 -4.390
H -4.180 -4.382 -4.259
H -2.219 -3.707 -1.206
H -2.475 -4.806 -2.553
H -1.964 -3.166 -2.877
H 0.147 -1.001 4.174
H 1.047 -2.244 3.292
H 0.644 -0.697 2.511
H -1.864 -2.430 4.679
H -2.525 -3.475 3.419
H -0.893 -3.752 4.039
H 0.095 -2.615 0.875
H -0.540 -3.974 1.781
H -1.630 -3.030 0.799
F 3.316 2.458 2.552
C 3.441 1.477 1.647
C 2.310 0.972 1.085
C 2.415 -0.018 0.098
C 1.233 -0.521 -0.544
O 0.117 -0.141 -0.069
C 1.397 -1.357 -1.658
C 2.665 -1.789 -1.976
N 3.766 -1.424 -1.312
C 5.053 -1.958 -1.728
C 5.794 -2.849 -0.776
C 5.154 -3.425 -2.003
C 3.678 -0.470 -0.295
C 4.825 0.049 0.315
C 4.735 1.039 1.285
N 5.907 1.554 1.870
C 7.043 1.874 1.016
C 8.320 1.369 1.693
N 8.097 1.415 3.187
C 7.292 2.628 3.558
C 5.861 2.431 3.042
C 0.280 -1.766 -2.571
O 0.470 -2.530 -3.478
O -0.887 -1.152 -2.373
H 1.328 1.368 1.369
H 2.795 -2.465 -2.811
H 5.615 -1.279 -2.357
H 5.320 -3.061 0.173
H 6.872 -2.767 -0.746
H 4.269 -4.030 -1.862
H 5.782 -3.728 -2.827
H 5.790 -0.341 0.030
H 7.101 2.955 0.846
H 6.949 1.413 0.039
H 9.181 1.998 1.472
H 8.554 0.337 1.441
H 8.986 1.387 3.686
H 7.566 0.585 3.456
H 7.799 3.477 3.104
H 7.316 2.745 4.638
H 5.438 3.417 2.833
H 5.254 1.964 3.814
O -2.367 3.455 2.203
C -1.429 2.772 1.881
N -0.522 2.067 1.555

=====

(4)
9
Properties=species:S:1:pos:R:3 method="wB97M-V/def2-TZVPD" homo_lumo_gap_ev=11.935 relative_energy_ev=1.028 total_energy_ha=-154.98803 max_force_ev_per_a=5.1
C -1.354 0.269 -0.102
C -0.191 0.700 0.165
O 1.908 -1.116 -0.239
H -1.643 -0.054 -1.129
H 1.871 -0.405 0.410
H -2.154 0.017 0.553
H 0.026 0.972 1.232
H 0.594 0.940 -0.568
H 0.945 -1.324 -0.323

=====

(5)
7
Properties=species:S:1:pos:R:3 method="wB97M-V/def2-TZVPD" homo_lumo_gap_ev="4.721 / 6.181" total_charge=-1 relative_energy_ev=1.584 total_energy_ha=-1034.96590 max_force_ev_per_a=4.4
C -0.675 1.616 -0.271
O 1.997 -0.881 0.902
O -0.591 2.445 -1.103
O 1.095 -1.402 -1.341
O -0.040 -2.233 0.637
S 0.836 -1.287 0.078
I -2.623 1.741 1.097

=====

(6)
12
Properties=species:S:1:pos:R:3 method="wB97M-V/def2-TZVPD" homo_lumo_gap_ev=10.112 relative_energy_ev=4.409 total_energy_ha=-269.18422 max_force_ev_per_a=2.7
C -1.023 -0.645 0.189
C 0.330 -0.904 -0.420
C 0.832 0.394 -0.906
O -0.486 1.530 -0.653
C -0.560 0.779 0.553
C 0.916 0.369 0.528
H -1.194 -1.264 1.073
H -1.864 -0.716 -0.506
H 0.631 -1.879 -0.841
H 1.699 0.400 -1.592
H -1.036 1.227 1.434
H 1.754 0.708 1.140

=====

(7)
95
Properties=species:S:1:pos:R:3 method="wB97M-V/def2-TZVPD" homo_lumo_gap_ev=5.977 total_charge=-1 relative_energy_ev=12.177 total_energy_ha=-1879.93936 max_force_ev_per_a=9.3
C -4.148 10.212 2.959
C -5.154 9.237 3.239
C -6.147 7.891 3.254
Al -5.083 6.446 4.291
C -3.550 5.639 3.137
C -2.348 5.116 4.168
C -1.497 3.943 3.809
C -6.253 5.039 5.215
C -7.599 4.596 4.394
C -7.539 4.829 2.773
N -6.668 4.089 1.782
O -8.389 5.751 2.249
H -3.108 10.742 2.711
H -7.160 8.178 3.765
H -6.361 7.529 2.138
H -4.332 7.246 5.474
H -3.054 6.512 2.498
H -3.913 4.810 2.393
H -2.228 5.755 5.165
H -0.753 4.065 2.888
H -1.493 2.927 4.406
H -6.631 5.534 6.233
H -5.670 4.062 5.540
H -7.731 3.422 4.564
H -8.576 5.078 4.882
H -5.805 3.702 2.231
H -6.454 4.678 0.946
C -0.741 -1.438 0.261
C 0.280 -0.446 0.812
C 0.103 -0.155 2.320
O -0.968 0.744 2.622
C -2.245 0.127 2.704
N 0.227 0.788 0.014
H -1.736 -0.999 0.146
H -0.432 -1.791 -0.730
H -0.826 -2.314 0.912
H 1.271 -0.897 0.679
H 1.012 0.345 2.673
H 0.012 -1.080 2.902
H -2.192 -0.879 3.130
H -2.712 0.101 1.718
H -2.877 0.745 3.350
H 0.969 1.413 0.330
H -0.632 1.282 0.276
C 5.415 -3.041 -2.945
C 4.380 -1.942 -2.722
C 4.340 -1.420 -1.267
O 3.657 -2.283 -0.353
C 4.454 -3.337 0.164
N 3.063 -2.432 -3.156
H 5.111 -4.001 -2.519
H 5.573 -3.203 -4.017
H 6.381 -2.763 -2.509
H 4.661 -1.099 -3.365
H 3.773 -0.483 -1.263
H 5.343 -1.176 -0.898
H 5.494 -3.033 0.318
H 4.402 -4.205 -0.496
H 4.034 -3.636 1.130
H 2.391 -1.666 -3.086
H 2.740 -3.100 -2.450
C -6.300 -3.445 1.974
C -5.013 -4.256 1.849
C -3.763 -3.389 1.576
O -3.641 -2.944 0.222
C -4.384 -1.772 -0.078
N -5.194 -5.283 0.812
H -6.661 -3.076 1.010
H -7.099 -4.062 2.399
H -6.158 -2.586 2.638
H -4.858 -4.763 2.809
H -2.878 -4.009 1.760
H -3.698 -2.544 2.272
H -4.412 -1.073 0.764
H -5.395 -2.039 -0.389
H -3.901 -1.274 -0.925
H -4.365 -5.877 0.793
H -5.169 -4.807 -0.094
C 10.226 -2.555 -7.739
C 9.019 -3.480 -7.600
C 8.031 -3.040 -6.496
O 8.456 -3.355 -5.167
C 9.344 -2.406 -4.596
N 9.494 -4.855 -7.381
H 10.947 -2.677 -6.926
H 10.760 -2.765 -8.672
H 9.913 -1.506 -7.766
H 8.480 -3.451 -8.554
H 7.096 -3.593 -6.643
H 7.776 -1.976 -6.583
H 9.111 -1.383 -4.904
H 10.375 -2.658 -4.850
H 9.250 -2.469 -3.507
H 8.688 -5.481 -7.376
H 9.845 -4.906 -6.420

=====

(8)
13
Properties=species:S:1:pos:R:3 method="wB97M-V/def2-TZVPD" homo_lumo_gap_ev=10.098 relative_energy_ev=1.480 total_energy_ha=-425.81224 max_force_ev_per_a=4.0
C 0.905 -1.904 0.088
C -0.846 1.870 0.651
N -0.159 -0.933 -0.090
Si 0.017 0.745 -0.635
H 1.089 -2.661 -0.618
H 1.871 -1.463 0.251
H 0.533 -2.397 0.937
H -0.582 2.909 0.730
H -1.871 1.657 0.563
H -0.761 1.317 1.598
H -0.918 -1.358 -0.479
H -0.749 0.846 -2.041
H 1.471 1.372 -0.958